## w
Density functional theory data (ωB97M-V/def2-TZVPD) for C3H2F2O2 as an isolated structure.

CARTESIAN COORDINATES (ANGSTROEM)
F -1.084 0.282 -1.843
F 1.641 1.004 0.212
O -1.226 -0.555 0.296
O 0.131 -1.297 2.037
C 0.783 0.011 -0.082
C 0.029 -0.764 0.945
C -0.619 0.383 -0.549
H -0.930 1.439 -0.218
H 1.275 -0.503 -0.798

## Properties
HOMO energy	-11.6	eV
HOMO-LUMO gap	11.93	eV

***

## x
Density functional theory data (ωB97M-V/def2-TZVPD) for one molecule with the formula C3H2F2O2.

CARTESIAN COORDINATES (ANGSTROEM)
F -2.350 0.313 0.241
F 1.890 -0.355 -1.317
O 1.282 1.288 -0.039
O -0.643 1.588 0.761
C -0.003 -0.693 0.299
C -1.040 0.508 0.348
C 1.071 0.171 -0.363
H 0.368 -1.555 0.599
H -0.576 -1.265 -0.529

## Properties
SMILES	O=C(F)CC(=O)F
HOMO energy	-10.4	eV
HOMO-LUMO gap	10.40	eV

***

Stability, lowest: x

***

## w
Density functional theory data (ωB97M-V/def2-TZVPD) for one molecule with the formula C3H2F2O2.

CARTESIAN COORDINATES (ANGSTROEM)
F 0.564 0.724 1.803
F 1.072 -1.436 -0.864
O -1.191 0.460 0.444
O -1.397 0.704 -1.906
C -0.879 0.420 -0.890
C -0.022 -0.105 0.936
C 0.726 -0.231 -0.433
H 1.291 0.596 -0.685
H -0.164 -1.132 1.595

## Properties
SMILES	O=C1O[C@H](F)[C@H]1F
HOMO energy	-10.3	eV
HOMO-LUMO gap	11.15	eV

***

## x
Density functional theory data (ωB97M-V/def2-TZVPD) for a 2-piece molecular cluster, C3H2F2O2 overall.

CARTESIAN COORDINATES (ANGSTROEM)
F 0.919 -1.158 -1.137
F -0.093 -1.181 2.246
O -0.166 2.212 -2.020
O -1.513 2.485 -0.192
C -0.834 2.354 -1.104
C 0.484 -1.594 0.048
C 0.354 -0.760 1.062
H 0.261 -2.651 0.062
H 0.589 0.294 1.037

## Properties
SMILES	F/C=C/F.O=C=O
HOMO energy	-10.0	eV
HOMO-LUMO gap	10.55	eV

***

Stability, lowest: w

***

## w
Density functional theory data (ωB97M-V/def2-TZVPD) for one molecule with the formula C4H7ClN2S.

CARTESIAN COORDINATES (ANGSTROEM)
Cl 2.748 -1.460 -1.723
S 0.266 2.081 1.758
N -2.091 1.172 0.900
N -0.321 -0.139 0.411
C 1.717 -1.299 -0.253
C 0.837 -0.110 -0.424
C -0.755 1.009 1.004
C -0.511 -0.300 -1.024
H -2.662 0.350 0.738
H -2.463 1.928 1.512
H -0.801 -1.267 -1.423
H 1.254 -2.254 -0.096
H 2.350 -1.050 0.599
H 1.431 0.810 -0.479
H -0.998 0.529 -1.500

## Properties
SMILES	NC(=S)N1C[C@@H]1CCl
HOMO energy	-8.6	eV
HOMO-LUMO gap	9.28	eV

***

## x
Density functional theory data (ωB97M-V/def2-TZVPD) for one molecule with the formula C4H7ClN2S.

CARTESIAN COORDINATES (ANGSTROEM)
Cl 2.605 0.136 -0.337
S -0.763 1.820 0.082
N -1.803 -0.718 -0.710
N -0.656 -0.897 0.209
C 0.686 -1.608 0.144
C -0.060 0.340 0.345
C -3.072 -0.647 0.044
C 1.261 -0.348 0.659
H 0.989 -2.669 0.763
H 1.860 -0.407 1.580
H -2.892 -1.246 0.982
H -1.687 0.065 -1.452
H -3.933 -0.790 -0.576
H 0.968 -1.823 -0.971
H -3.052 0.318 0.453

## Properties
SMILES	CNN1C[C@@H](Cl)C1=S
HOMO energy	-8.8	eV
HOMO-LUMO gap	8.61	eV

***

Stability, lowest: x

***

## w
Density functional theory data (ωB97M-V/def2-TZVPD) for an isolated ion of composition C4H5N2O and charge +1.

CARTESIAN COORDINATES (ANGSTROEM)
O 0.014 -0.830 -0.307
N 1.624 0.925 -0.175
N 2.419 -1.149 0.021
C -1.093 0.072 0.120
C 2.977 1.005 -0.026
C 1.267 -0.458 -0.199
C 3.398 -0.227 0.259
H 2.610 -2.129 0.182
H 0.850 1.531 -0.390
H -0.956 0.522 1.195
H -1.466 0.655 -0.757
H -1.860 -0.707 0.316

## Properties
SMILES	COc1[nH]c#c[nH+]1
total charge	+1
HOMO energy (alpha / beta)	-14.5 / -14.8	eV
HOMO-LUMO gap (alpha / beta)	7.41 / 7.42	eV

***

## x
Density functional theory data (ωB97M-V/def2-TZVPD) for an isolated ion of composition C4H5N2O and charge +1.

CARTESIAN COORDINATES (ANGSTROEM)
O 2.404 0.704 0.426
N 1.182 -1.121 -0.160
N 1.411 0.184 0.057
C -1.110 -0.696 0.397
C -0.046 -1.531 -0.180
C -1.028 0.628 0.211
C 0.315 1.127 -0.273
H -0.142 -2.547 -0.497
H -1.666 1.398 0.587
H 0.528 2.106 0.245
H 0.224 0.961 -1.449
H -2.073 -1.214 0.636

## Properties
SMILES	O=[N+]1CC=CC=N1
total charge	+1
HOMO energy	-15.9	eV
HOMO-LUMO gap	8.55	eV

***

Stability, lowest: w

***

## w
Density functional theory data (ωB97M-V/def2-TZVPD) for a 2-piece molecular cluster, C3H5NS3 overall.

CARTESIAN COORDINATES (ANGSTROEM)
S -2.070 1.097 1.355
S 1.465 -0.725 1.846
S 0.323 -1.476 -2.805
N 0.869 -0.990 0.143
C 0.120 -0.184 -0.382
C -0.466 1.083 0.275
C -0.463 -0.626 -1.683
H -1.498 -0.250 1.666
H 3.366 -1.131 1.288
H 0.334 1.566 0.999
H -1.450 -0.231 -2.227
H -0.529 1.868 -0.475

## Properties
HOMO energy	-8.9	eV
HOMO-LUMO gap	7.28	eV

***

## x
Density functional theory data (ωB97M-V/def2-TZVPD) for one molecule with the formula C3H5NS3.

CARTESIAN COORDINATES (ANGSTROEM)
S 0.433 -2.821 -1.511
S 0.879 2.051 -0.328
S -2.109 0.530 0.860
N -1.241 -0.638 0.012
C 0.886 -1.431 -0.769
C 0.005 -0.513 -0.017
C 0.788 0.545 0.710
H 0.364 0.801 1.712
H -0.381 1.988 -0.938
H 1.871 -1.002 -0.938
H 1.795 0.296 0.878
H -3.291 0.194 0.327

## Properties
SMILES	S=C/C(CS)=N/S
HOMO energy	-8.9	eV
HOMO-LUMO gap	7.69	eV

***

## y
Density functional theory data (ωB97M-V/def2-TZVPD) for a 2-piece molecular cluster, C3H5NS3 overall.

CARTESIAN COORDINATES (ANGSTROEM)
S 3.013 0.095 -0.466
S -2.090 -1.524 -0.558
S -1.777 2.115 -0.326
N 1.497 0.031 0.179
C -1.271 -0.313 0.603
C 0.553 0.723 -0.609
C -0.770 0.954 -0.103
H -2.123 0.011 1.063
H 3.590 -0.547 1.321
H -0.447 -0.773 1.183
H 0.698 1.507 -1.454
H -0.871 -2.279 -0.834

## Properties
HOMO energy	-8.9	eV
HOMO-LUMO gap	7.30	eV

***

## z
Density functional theory data (ωB97M-V/def2-TZVPD) for one molecule with the formula C3H5NS3.

CARTESIAN COORDINATES (ANGSTROEM)
S -2.623 0.896 0.046
S 0.352 1.425 -0.109
S 1.013 -1.531 -0.010
N -2.115 -1.691 -0.078
C 2.156 1.450 0.017
C -1.626 -0.451 -0.069
C -0.079 -0.277 -0.072
H -1.505 -2.339 0.371
H 2.497 1.943 0.967
H 2.407 0.379 0.263
H 2.621 1.961 -0.960
H -3.098 -1.766 -0.366

## Properties
SMILES	CSC(=S)C(N)=S
HOMO energy	-8.6	eV
HOMO-LUMO gap	7.17	eV

***

Stability, lowest: w